# 1
{
  "formula": "C31H35MgN5O4Sb2",
  "method": "ωB97M-V/def2-TZVPD",
  "elements": ["Mg", "C", "Sb", "C", "C", "C", "C", "C", "C", "C", "C", "C", "Sb", "C", "C", "H", "H", "H", "H", "H", "H", "H", "H", "H", "H", "H", "H", "H", "H", "H", "H", "H", "H", "H", "H", "O", "N", "O", "C", "C", "C", "C", "C", "C", "N", "C", "C", "N", "C", "C", "C", "C", "H", "H", "H", "H", "H", "H", "H", "O", "C", "N", "C", "O", "C", "C", "C", "C", "N", "C", "H", "H", "H", "H", "H", "H", "H", "H"],
  "positions_angstrom": [[-1.167, -0.326, 0.709], [-0.105, 2.794, 2.226], [-0.518, 2.434, 0.137], [-2.318, 3.553, -0.087], [0.868, 3.960, -0.449], [0.877, 4.286, -1.906], [-0.089, 5.112, -2.475], [-0.077, 5.391, -3.833], [0.925, 4.844, -4.628], [1.907, 4.050, -4.051], [1.902, 3.765, -2.688], [3.000, 2.942, -2.065], [2.347, 1.011, -1.301], [4.035, -0.082, -2.000], [1.062, 0.538, -2.957], [-0.282, 3.846, 2.450], [0.947, 2.570, 2.405], [-0.694, 2.191, 2.910], [-2.238, 4.471, 0.494], [-3.202, 2.995, 0.221], [-2.426, 3.800, -1.142], [1.824, 3.607, -0.069], [0.515, 4.779, 0.181], [-0.842, 5.569, -1.843], [-0.828, 6.038, -4.263], [0.960, 5.058, -5.688], [2.710, 3.660, -4.666], [3.480, 3.472, -1.241], [3.774, 2.717, -2.798], [4.154, 0.097, -3.067], [3.906, -1.148, -1.807], [4.923, 0.262, -1.470], [1.448, 1.020, -3.855], [0.046, 0.894, -2.786], [1.041, -0.543, -3.112], [-4.494, -5.605, 4.224], [-5.249, -4.725, 3.872], [-6.449, -4.748, 3.938], [-4.624, -3.504, 3.313], [-5.248, -2.346, 3.558], [-4.659, -1.110, 3.121], [-5.238, 0.137, 3.409], [-4.607, 1.282, 3.005], [-3.407, 1.171, 2.304], [-2.839, 0.006, 1.997], [-3.464, -1.134, 2.414], [-2.833, -2.403, 2.114], [-1.686, -2.352, 1.382], [-1.077, -3.494, 1.101], [-1.570, -4.735, 1.506], [-2.728, -4.793, 2.232], [-3.391, -3.595, 2.571], [-6.185, -2.346, 4.099], [-6.174, 0.181, 3.952], [-5.015, 2.260, 3.215], [-2.892, 2.063, 1.983], [-0.163, -3.435, 0.523], [-1.037, -5.635, 1.237], [-3.127, -5.744, 2.552], [5.657, -3.993, 1.847], [5.535, -2.740, 1.237], [4.178, -2.562, 0.720], [3.917, -2.180, -0.549], [4.754, -1.901, -1.382], [2.463, -2.079, -0.937], [2.060, -2.596, -2.161], [0.757, -2.401, -2.581], [-0.095, -1.671, -1.775], [0.282, -1.159, -0.591], [1.549, -1.368, -0.188], [5.927, -4.645, 1.190], [6.213, -2.591, 0.399], [5.735, -1.993, 2.002], [3.428, -2.865, 1.321], [2.778, -3.121, -2.778], [0.409, -2.781, -3.531], [-1.112, -1.476, -2.096], [1.856, -0.904, 0.742]],
  "atomic_forces_ev_per_a": [[0.09, -0.35, -0.07], [0.01, 0.05, -0.07], [-0.32, -0.04, 0.70], [-0.05, 0.13, -0.04], [-0.32, 0.10, -0.01], [-0.02, 0.07, 0.33], [-0.07, 0.03, 0.01], [0.11, -0.11, 0.00], [-0.03, 0.00, 0.13], [0.01, -0.03, -0.09], [0.48, -0.21, -0.12], [-0.16, 0.14, -0.32], [1.06, 1.53, -0.83], [-2.04, 4.69, -1.66], [0.21, 0.12, -0.36], [0.01, -0.03, -0.03], [0.02, 0.03, -0.04], [-0.10, -0.08, 0.06], [-0.06, 0.03, -0.03], [0.06, 0.06, -0.09], [-0.02, 0.05, -0.01], [-0.07, 0.19, 0.03], [0.04, 0.09, -0.09], [-0.02, -0.02, 0.00], [0.01, 0.00, 0.00], [-0.01, 0.00, 0.01], [-0.01, 0.01, -0.01], [0.03, 0.02, -0.02], [-0.04, 0.02, -0.01], [-0.04, 0.28, -0.11], [-1.44, 3.89, -3.14], [-0.09, 0.01, -0.06], [0.02, 0.13, 0.07], [-0.09, 0.01, -0.02], [0.28, 1.29, -0.33], [0.13, -0.11, 0.15], [0.10, -0.04, -0.22], [-0.23, 0.11, 0.06], [0.05, -0.27, 0.03], [-0.01, 0.36, -0.04], [-0.23, -0.12, 0.18], [-0.16, -0.02, 0.06], [0.03, 0.05, -0.01], [0.08, -0.26, -0.01], [-0.30, 0.05, 0.02], [0.42, 0.10, -0.18], [0.23, 0.44, -0.15], [-0.12, 0.08, 0.04], [-0.01, 0.04, -0.02], [0.10, 0.02, -0.06], [-0.07, -0.11, 0.05], [-0.08, -0.17, 0.05], [0.00, 0.02, 0.01], [0.02, -0.01, 0.00], [0.01, 0.00, 0.01], [0.07, 0.03, 0.01], [-0.03, 0.03, -0.01], [-0.01, 0.01, 0.00], [0.03, 0.05, -0.03], [0.01, 0.10, -0.18], [0.08, -0.21, 0.10], [-0.08, 0.38, -0.30], [0.01, -2.35, 2.29], [4.08, -6.96, 2.89], [-0.16, -0.55, 0.11], [-0.18, -0.31, -0.07], [-0.05, -0.88, 0.18], [-0.23, -0.45, 0.89], [-0.68, -0.87, -0.27], [-0.03, -0.11, 0.51], [-0.01, -0.01, 0.08], [0.04, 0.01, -0.01], [-0.04, 0.03, 0.03], [-0.03, 0.03, -0.01], [-0.04, -0.01, -0.02], [-0.01, 0.01, 0.00], [-0.02, 0.01, 0.02], [-0.15, -0.27, 0.08]],
  "gap_ev": 5.82,
  "charge": 2,
  "lumo_energy_ev": -6.56,
  "e_above_lowest_kcal_mol": 103.2
}



# 2
{
  "formula": "C31H35MoNO2Si",
  "method": "ωB97M-V/def2-TZVPD",
  "elements": ["Mo", "C", "Si", "C", "C", "N", "C", "C", "C", "C", "C", "C", "O", "C", "C", "C", "C", "C", "C", "H", "H", "H", "H", "H", "H", "H", "H", "H", "H", "H", "H", "H", "H", "H", "H", "H", "H", "C", "C", "C", "C", "C", "C", "H", "H", "H", "H", "H", "C", "C", "C", "C", "C", "C", "C", "O", "C", "C", "C", "H", "H", "H", "H", "H", "H", "H", "H", "H", "H", "H", "H"],
  "positions_angstrom": [[-0.077, -0.028, 0.626], [0.105, -2.251, 1.779], [-0.108, -1.132, 3.347], [-1.743, -1.489, 4.102], [1.356, -1.328, 4.428], [-0.113, 0.409, 2.494], [-0.266, 1.763, 2.868], [-0.405, 2.219, 4.171], [-0.558, 3.580, 4.405], [-0.575, 4.483, 3.350], [-0.441, 4.041, 2.037], [-0.287, 2.692, 1.841], [-0.164, 2.081, 0.566], [0.087, 2.871, -0.600], [-0.899, 2.928, -1.557], [-0.643, 3.657, -2.713], [0.576, 4.302, -2.870], [1.549, 4.219, -1.880], [1.310, 3.491, -0.724], [-0.656, -3.032, 1.776], [1.091, -2.715, 1.771], [0.025, -1.875, 0.739], [-1.739, -2.484, 4.558], [-2.537, -1.466, 3.351], [-1.991, -0.772, 4.890], [1.318, -2.284, 4.958], [1.406, -0.537, 5.181], [2.273, -1.298, 3.837], [-0.387, 1.517, 4.997], [-0.661, 3.936, 5.421], [-0.691, 5.541, 3.541], [-0.452, 4.732, 1.204], [-1.849, 2.432, -1.405], [-1.399, 3.726, -3.483], [0.770, 4.874, -3.768], [2.501, 4.718, -2.007], [2.056, 3.404, 0.057], [4.550, -0.133, -0.639], [3.676, -0.563, -1.633], [2.308, -0.536, -1.419], [1.801, -0.061, -0.209], [2.692, 0.396, 0.793], [4.061, 0.346, 0.570], [5.618, -0.167, -0.811], [4.064, -0.925, -2.576], [1.642, -0.882, -2.201], [2.336, 0.818, 1.724], [4.744, 0.696, 1.333], [-8.359, -0.699, -0.847], [-6.925, -0.425, -0.532], [-5.904, -0.982, -1.313], [-4.580, -0.763, -1.037], [-3.537, -1.388, -1.915], [-4.254, 0.058, 0.099], [-2.959, 0.289, 0.517], [-1.881, -0.162, -0.041], [-5.297, 0.657, 0.897], [-5.006, 1.556, 2.073], [-6.597, 0.393, 0.560], [-8.483, -1.183, -1.813], [-8.941, 0.223, -0.828], [-8.781, -1.353, -0.079], [-6.171, -1.601, -2.161], [-4.008, -1.936, -2.727], [-2.914, -2.083, -1.351], [-2.876, -0.635, -2.345], [-2.816, 0.878, 1.421], [-4.509, 1.017, 2.884], [-5.936, 1.953, 2.473], [-4.379, 2.405, 1.795], [-7.398, 0.831, 1.145]],
  "atomic_forces_ev_per_a": [[1.19, 1.26, 1.46], [-0.01, 0.06, 0.43], [0.08, -0.10, -0.43], [-0.20, -0.02, 0.23], [0.15, -0.04, 0.24], [-0.07, 0.11, -0.54], [0.08, -0.29, 0.12], [-0.01, 0.00, 0.12], [0.00, 0.01, -0.03], [0.00, -0.01, 0.00], [-0.03, 0.19, 0.04], [0.03, -0.17, -0.37], [-0.10, 0.22, -0.07], [0.02, -0.10, 0.22], [-0.12, 0.03, -0.07], [0.04, 0.02, -0.02], [-0.01, -0.02, 0.04], [0.00, 0.02, -0.04], [0.14, 0.04, -0.02], [-0.02, 0.01, 0.04], [0.02, 0.00, 0.02], [0.04, -0.99, -0.64], [-0.03, 0.05, -0.03], [-0.01, 0.00, 0.04], [-0.01, -0.05, -0.04], [0.04, 0.05, -0.03], [0.02, -0.04, -0.01], [0.03, 0.02, 0.04], [0.00, 0.04, -0.03], [0.00, 0.00, -0.01], [0.00, -0.03, 0.01], [0.00, -0.02, 0.03], [0.00, 0.00, 0.01], [0.01, 0.00, 0.01], [0.00, -0.02, 0.01], [-0.02, 0.00, -0.01], [-0.02, 0.00, -0.02], [-0.03, -0.01, -0.01], [0.12, 0.02, 0.01], [-0.16, -0.03, 0.01], [-0.07, 0.07, 0.46], [0.16, -0.05, -0.47], [-0.05, 0.01, -0.03], [-0.01, 0.00, -0.01], [0.01, 0.00, 0.01], [0.00, -0.01, 0.00], [0.00, 0.00, 0.08], [0.00, -0.01, -0.01], [0.03, 0.02, 0.04], [-0.03, -0.02, -0.04], [-0.18, 0.02, 0.00], [0.14, 0.04, 0.07], [-0.04, 0.01, 0.00], [-0.27, -0.04, -0.13], [0.46, -0.10, -0.04], [-1.36, -0.17, -0.55], [0.07, -0.03, -0.04], [0.02, -0.07, -0.04], [-0.09, 0.01, -0.02], [0.01, 0.00, 0.00], [0.02, -0.01, 0.00], [0.01, 0.01, -0.01], [-0.01, 0.01, 0.01], [-0.02, 0.01, 0.01], [0.02, 0.00, 0.01], [0.01, 0.01, 0.00], [0.06, 0.09, 0.03], [-0.01, 0.00, -0.03], [-0.01, -0.01, -0.01], [-0.02, -0.01, 0.00], [0.01, -0.02, -0.03]],
  "s2": 2.03,
  "gap_ev": [7.00, 6.72],
  "multiplicity": 3,
  "charge": 2,
  "lumo_energy_ev": [-6.82, -7.35],
  "e_above_lowest_kcal_mol": 8.1
}



E in a.u., matching the order above: -2456.926027, -1764.686499